38
Properties=species:S:1:pos:R:3:mulliken_charge:R:1 method="wB97M-V/def2-TZVPD" homo_energy_ev=-3.880 lumo_ha=0.0763 charge=-1
Tl -0.354 -0.127 0.181 0.550
Cl 2.575 -5.613 -4.395 -0.265
C 2.330 -4.206 -3.412 0.582
C 1.079 -3.978 -2.867 -0.938
C 0.883 -2.870 -2.072 0.665
Cl -0.701 -2.616 -1.397 -0.247
C 1.902 -1.922 -1.757 0.004
O 1.746 -0.923 -0.996 -0.764
C 3.152 -2.228 -2.375 0.392
Cl 4.465 -1.142 -2.074 -0.229
C 3.374 -3.327 -3.173 -0.769
H 0.270 -4.663 -3.061 0.402
H 4.351 -3.498 -3.599 0.402
C -3.912 4.016 -3.138 -1.010
Si -2.619 4.509 -1.817 0.212
C -1.396 5.704 -2.672 -0.995
C -3.542 5.501 -0.466 -0.993
Se -1.586 2.768 -0.905 -0.551
H -4.435 4.883 -3.532 0.321
H -4.647 3.336 -2.718 0.267
H -3.427 3.508 -3.965 0.268
H -1.895 6.586 -3.065 0.324
H -0.896 5.202 -3.495 0.258
H -0.632 6.028 -1.972 0.259
H -4.051 6.372 -0.870 0.325
H -2.842 5.835 0.294 0.255
H -4.278 4.870 0.024 0.252
Br -1.698 -2.104 2.842 -0.179
C -0.552 -0.875 3.728 0.405
C -0.687 -0.628 5.082 -0.474
C 0.171 0.308 5.643 -0.172
C 1.124 0.918 4.835 -0.570
C 1.176 0.573 3.495 -0.210
N 0.345 -0.304 2.950 -0.312
H -1.427 -1.145 5.673 0.373
H 0.094 0.555 6.692 0.364
H 1.816 1.639 5.241 0.374
H 1.895 1.003 2.813 0.419

34
Properties=species:S:1:pos:R:3:mulliken_charge:R:1 method="wB97M-V/def2-TZVPD" homo_energy_ev=-13.869 lumo_ha=-0.4432 charge=+2
C 3.277 -1.790 -0.376 -0.258
C 3.062 -0.474 0.058 -1.122
C 1.780 -0.015 0.357 0.933
C 1.307 1.231 0.089 0.914
C 2.137 2.238 -0.560 -1.004
C 2.076 2.082 -2.094 0.579
O 1.437 2.805 -2.781 -0.332
Br 3.120 0.628 -2.883 -0.024
C -0.112 1.527 0.527 0.581
O -0.412 2.694 0.673 -0.498
C -1.059 0.426 0.790 0.153
C -2.499 0.790 0.798 -0.941
C -3.016 1.260 -0.579 -1.286
C -0.581 -0.809 1.006 0.200
C -1.366 -2.051 1.240 -0.757
C -0.981 -3.089 0.139 -1.116
C 0.893 -1.014 1.026 0.541
O 1.404 -1.961 1.576 -0.507
H 3.102 -2.125 -1.393 0.275
H 3.675 -2.508 0.341 0.322
H 3.935 0.157 0.230 0.506
H 3.184 2.126 -0.281 0.481
H 1.855 3.256 -0.323 0.384
H -3.146 0.022 1.189 0.498
H -2.601 1.633 1.476 0.424
H -4.063 0.929 -0.670 0.460
H -2.499 0.830 -1.424 0.359
H -3.016 2.386 -0.620 0.073
H -2.430 -1.900 1.188 0.274
H -1.043 -2.469 2.187 0.412
H -0.181 -3.740 0.459 0.274
H -0.584 -2.534 -0.713 0.316
H -1.838 -3.636 -0.224 0.402
Pt -4.815 3.096 -0.429 0.484

| no. | E (eV) | M (g/mol) | F_max (hartree/bohr) |
| --- | --- | --- | --- |
| 1 | -203830.3941 | 711.0 | 0.0168 |
| 2 | -94165.1927 | 506.3 | 0.0395 |